Entry a
One molecule with the formula C5H7N3OS. Source: the Open Molecules 2025 dataset; level of theory: ωB97M-V/def2-TZVPD.

Each line ends with the Löwdin charge.
Element x y z (Å)
1 H 4.058 1.033 0.183  0.07
2 N -0.255 -0.964 -0.095  -0.11
3 H -2.683 1.872 -0.524  0.10
4 C 3.514 0.120 -0.207  -0.39
5 S 1.830 0.587 -0.018  0.97
6 C -1.154 -1.901 0.233  -0.13
7 O 1.764 -1.986 0.242  0.06
8 N -2.364 -1.411 0.177  0.14
9 N -0.856 0.258 -0.271  0.11
10 H 3.661 -0.583 0.528  -0.01
11 C -3.139 0.933 -0.107  -0.06
12 H -3.849 0.931 0.874  0.14
13 C 1.143 -1.002 0.004  -0.74
14 C -2.127 -0.048 -0.030  -0.44
15 H -0.903 -3.007 0.274  0.16
16 H -3.952 0.688 -0.810  0.08
17 H 3.597 -0.357 -1.178  0.05

SMILES   CSC(=O)n1cnc(C)n1
M   157.20 g/mol
E_LUMO   0.41 eV
Orbital gap   9.97 eV
Total charge   0



Entry b
A 2-piece molecular cluster, C5H7N3OS overall. Source: the Open Molecules 2025 dataset; level of theory: ωB97M-V/def2-TZVPD.

Each line ends with the Löwdin charge.
Element x y z (Å)
1 N -0.853 -0.170 0.005  -0.23
2 H -1.326 1.127 -1.545  0.10
3 C 2.174 0.004 0.271  -0.23
4 N 2.350 -0.181 -2.276  0.17
5 C -2.113 -0.889 0.156  -0.06
6 C -0.906 1.164 -0.538  -0.03
7 O 2.012 1.517 1.929  -0.03
8 S 0.405 -2.287 0.987  0.77
9 H -2.088 -1.809 -0.433  0.09
10 H -1.546 1.783 0.096  0.10
11 H 0.093 1.594 -0.564  0.07
12 C 2.294 -0.110 -1.131  -0.25
13 H -2.257 -1.169 1.202  0.09
14 N 1.810 1.239 0.738  -0.11
15 C 0.191 -0.827 0.386  -0.66
16 H 2.697 -0.722 0.891  0.11
17 H -2.937 -0.264 -0.173  0.09

M   157.20 g/mol
E_LUMO (spin up / spin down)   -1.34 / -1.34 eV
Orbital gap (spin up / spin down)   7.55 / 7.55 eV
Total charge   0



Entry c
A 2-piece molecular cluster, C5H7N3OS overall. Source: the Open Molecules 2025 dataset; level of theory: ωB97M-V/def2-TZVPD.

Each line ends with the Löwdin charge.
Element x y z (Å)
1 C -0.331 -0.006 1.002  -0.15
2 C 0.728 -0.760 1.377  0.02
3 O -1.982 0.256 -0.688  0.04
4 N 0.959 0.710 -2.314  0.07
5 C -0.036 2.449 -1.337  -0.20
6 S 3.101 0.495 -0.603  0.75
7 C -1.133 -0.359 -0.125  -0.35
8 H 1.380 -0.632 2.247  0.07
9 H -0.776 1.392 -3.075  0.17
10 H -0.620 3.273 -1.087  0.12
11 N 1.028 2.234 -0.664  0.07
12 H 0.955 -1.741 0.969  0.07
13 H 3.650 -0.152 -1.771  -0.07
14 N -0.156 1.495 -2.266  0.00
15 C 1.624 1.187 -1.288  -0.82
16 H -0.694 -1.262 -0.659  0.13
17 H -0.720 0.740 1.628  0.10

SMILES   Sc1nc[nH]n1.C=CC=O
M   157.20 g/mol
E_LUMO   0.15 eV
Orbital gap   9.17 eV
Total charge   0



Which is most stable, and by how much? entry a, by 29.4 kcal/mol.



Entry a
One molecule with the formula C5H11NO. Source: the Open Molecules 2025 dataset; level of theory: ωB97M-V/def2-TZVPD.

Each line ends with the Löwdin charge.
Element x y z (Å)
1 C 1.530 -1.208 -0.303  -0.11
2 H 0.249 1.589 1.100  0.14
3 N 0.147 1.238 0.159  0.04
4 O 0.788 1.537 -2.012  0.01
5 H -1.100 0.228 -1.092  0.14
6 H 2.039 -0.638 0.481  0.07
7 H -2.438 1.039 0.847  0.08
8 H -0.134 -1.738 0.952  0.10
9 C 0.813 1.868 -0.841  -0.37
10 H 1.964 -2.214 -0.315  0.07
11 H -2.535 -0.734 0.764  0.08
12 C -1.861 0.113 0.924  -0.07
13 C 0.031 -1.273 -0.029  -0.21
14 C -0.712 0.084 -0.079  -0.38
15 H 1.741 -0.723 -1.261  0.07
16 H -0.447 -1.935 -0.761  0.11
17 H -1.469 0.030 1.947  0.08
18 H 1.396 2.738 -0.480  0.13

SMILES   CC[C@@H](C)NC=O
M   101.15 g/mol
E_LUMO   0.92 eV
Orbital gap   10.63 eV
Total charge   0



Entry b
One molecule with the formula C5H11NO. Source: the Open Molecules 2025 dataset; level of theory: ωB97M-V/def2-TZVPD.

Each line ends with the Löwdin charge.
Element x y z (Å)
1 N -0.230 -0.031 0.560  -0.14
2 H 2.636 -1.572 0.215  0.07
3 H -2.136 1.158 -1.605  0.07
4 H -1.216 -1.501 -0.499  0.11
5 H -1.984 -0.385 -2.384  0.07
6 H -2.242 -0.379 0.263  0.11
7 H 0.101 0.958 2.274  0.14
8 H 1.491 1.080 0.069  0.11
9 C 1.133 0.041 0.019  -0.23
10 C -1.504 0.279 -1.661  -0.07
11 C -1.330 -0.432 -0.306  -0.24
12 H -0.490 0.348 -2.034  0.05
13 C -0.537 1.096 1.387  -0.29
14 H 2.915 -0.272 1.310  0.07
15 H 1.548 -1.398 1.532  0.07
16 H 1.149 -0.024 -1.069  0.10
17 O -1.420 1.854 1.112  0.08
18 C 2.117 -0.820 0.817  -0.08

SMILES   CCN(C=O)CC
M   101.15 g/mol
E_LUMO   0.98 eV
Orbital gap   10.11 eV
Total charge   0



Which is most stable, and by how much? entry a, by 33.2 kcal/mol.



Entry a
A 2-piece molecular cluster, C5H11NO overall. Source: the Open Molecules 2025 dataset; level of theory: ωB97M-V/def2-TZVPD.

Each line ends with the Löwdin charge.
Element x y z (Å)
1 H 0.308 -1.698 -2.859  0.07
2 C -0.429 -0.200 -0.608  -0.37
3 H -1.081 2.960 0.491  0.07
4 C -0.523 -0.986 -2.863  -0.06
5 O 1.921 -1.590 3.048  -0.05
6 C -1.066 0.886 0.197  -0.23
7 H -1.120 -1.066 -3.767  0.06
8 H -1.255 0.574 1.229  0.11
9 H -2.068 1.023 -0.214  0.10
10 C -0.322 2.233 0.212  -0.09
11 C 0.459 -1.096 -0.174  0.08
12 H 1.149 -1.320 -0.962  0.05
13 H 1.278 -1.017 3.464  0.03
14 H 0.565 -1.262 0.885  0.05
15 H 0.433 2.271 0.985  0.06
16 H 0.113 2.444 -0.764  0.07
17 H 2.564 -1.945 3.657  0.03
18 N -0.928 -0.211 -1.956  0.03

SMILES   C=NC(=C)CC.O
M   101.15 g/mol
E_LUMO   0.62 eV
Orbital gap   9.38 eV
Total charge   0



Entry b
A 2-piece molecular cluster, C5H11NO overall. Source: the Open Molecules 2025 dataset; level of theory: ωB97M-V/def2-TZVPD.

Each line ends with the Löwdin charge.
Element x y z (Å)
1 H -0.715 0.111 -1.663  0.07
2 H 0.823 0.847 -2.182  0.08
3 C -0.077 0.996 -1.575  -0.05
4 H -0.630 1.805 -2.057  0.09
5 C -1.023 1.418 0.778  -0.04
6 C -0.234 -1.925 1.079  -0.14
7 C 1.518 -1.135 -0.253  -0.09
8 H -0.840 -2.142 0.190  0.08
9 H 1.355 -1.969 -0.950  0.09
10 H -0.775 1.230 1.830  0.09
11 H -1.791 0.713 0.438  0.07
12 N 0.832 -0.968 0.795  -0.07
13 H 0.158 -2.882 1.444  0.08
14 H 2.314 -0.426 -0.516  0.08
15 O 1.227 1.973 0.190  0.05
16 C 0.185 1.456 -0.145  -0.54
17 H -1.445 2.428 0.729  0.09
18 H -0.880 -1.528 1.869  0.07

SMILES   CC(C)=O.C=NC
M   101.15 g/mol
E_LUMO   0.92 eV
Orbital gap   10.31 eV
Total charge   0



Entry c
One molecule with the formula C5H11NO. Source: the Open Molecules 2025 dataset; level of theory: ωB97M-V/def2-TZVPD.

Each line ends with the Löwdin charge.
Element x y z (Å)
1 H -1.208 -0.472 -1.800  0.13
2 C -0.749 0.264 -1.132  -0.03
3 H 2.501 0.274 1.224  0.09
4 H 1.167 -0.928 -1.147  0.15
5 H -0.806 1.269 -1.554  0.13
6 H -3.394 0.069 -0.054  -0.01
7 C 0.619 -0.152 -0.590  -0.32
8 H -2.740 -1.525 0.473  -0.03
9 H 0.275 -0.307 1.646  0.13
10 O 1.416 0.987 -0.408  -0.15
11 C 2.644 0.706 0.223  -0.10
12 H -0.317 -1.704 0.685  0.13
13 H -1.634 0.843 0.894  0.12
14 C -2.726 -0.449 0.652  -0.14
15 H 3.178 1.654 0.321  0.09
16 C -0.122 -0.628 0.682  -0.07
17 H 3.255 0.010 -0.373  0.09
18 N -1.358 0.089 0.259  -0.21

M   101.15 g/mol
E_LUMO   0.76 eV
Orbital gap   7.29 eV
Total charge   0



Entry d
One molecule with the formula C5H11NO. Source: the Open Molecules 2025 dataset; level of theory: ωB97M-V/def2-TZVPD.

Each line ends with the Löwdin charge.
Element x y z (Å)
1 H -0.240 -2.042 -0.154  0.08
2 C -2.264 1.026 -1.147  0.00
3 C -1.552 0.436 0.056  -0.55
4 C 0.684 -0.301 0.723  -0.43
5 H 1.991 1.283 1.389  0.08
6 C 0.755 -1.615 -0.061  -0.05
7 H 1.158 -1.439 -1.057  0.08
8 N -0.203 0.616 0.024  0.06
9 O -2.122 -0.134 0.959  0.06
10 H 2.524 0.479 -0.093  0.08
11 H -2.123 2.104 -1.179  0.08
12 H 0.187 1.009 -0.822  0.14
13 H 0.232 -0.484 1.702  0.14
14 H 2.703 -0.331 1.465  0.08
15 H -1.859 0.594 -2.054  0.08
16 H -3.326 0.806 -1.082  0.08
17 H 1.393 -2.331 0.450  0.08
18 C 2.063 0.324 0.881  -0.06

SMILES   CC(=O)NC(C)C
M   101.15 g/mol
E_LUMO   0.90 eV
Orbital gap   10.44 eV
Total charge   0



Which is most stable, and by how much? entry d, by 45.3 kcal/mol.



Entry a
One molecule with the formula C2H7N3O. Source: the Open Molecules 2025 dataset; level of theory: ωB97M-V/def2-TZVPD.

Each line ends with the Löwdin charge.
Element x y z (Å)
1 N 1.702 0.118 -1.242  -0.03
2 H 1.113 0.182 2.224  0.09
3 N -1.017 -0.639 -0.088  -0.10
4 H 0.435 1.582 -0.061  0.13
5 C -0.091 -0.117 0.740  -0.49
6 O -1.780 0.203 -0.920  -0.09
7 H 1.859 0.867 0.551  0.07
8 C 1.001 0.630 0.001  -0.25
9 H -1.723 -1.272 0.449  0.18
10 H -1.230 -0.120 -1.874  0.21
11 H 1.065 0.285 -2.057  0.04
12 H 1.734 -1.035 -1.223  0.14
13 N 0.106 -0.220 2.030  0.10

SMILES   [H]/N=C(\CN)NO
M   89.10 g/mol
E_LUMO   0.32 eV
Orbital gap   9.88 eV
Total charge   0



Entry b
A 2-piece molecular cluster, C2H7N3O overall. Source: the Open Molecules 2025 dataset; level of theory: ωB97M-V/def2-TZVPD.

Each line ends with the Löwdin charge.
Element x y z (Å)
1 H -3.719 -0.489 -0.723  -0.02
2 C -3.193 -0.862 0.130  0.08
3 H 2.286 0.957 -0.829  0.12
4 H 2.776 -1.196 0.905  0.07
5 H 0.063 2.544 0.306  0.11
6 N 2.071 0.394 -0.003  -0.16
7 H -3.282 -0.375 1.075  -0.03
8 N 0.670 0.008 -0.042  0.02
9 O -0.649 1.982 -0.039  0.06
10 H -2.530 -1.693 0.029  -0.03
11 C -0.321 0.716 -0.109  -0.26
12 N 2.943 -0.676 0.050  -0.04
13 H 2.884 -1.309 -0.749  0.07

M   89.10 g/mol
E_LUMO (spin up / spin down)   -0.11 / 0.52 eV
Orbital gap (spin up / spin down)   8.35 / 8.51 eV
Total charge   0



Which is most stable, and by how much? entry a, by 54.7 kcal/mol.